[1]
Below is C9H12B3F8IN5O5Ru as an isolated structure, with properties calculated with wB97M-V/def2-TZVPD.

The geometry in ORCA input format:
```
! wB97M-V def2-TZVPD RIJCOSX def2/J DEFGRID3
* xyz 0 6
H 3.30 -2.49 1.89
C -2.47 -0.45 0.42
C 3.60 -2.27 0.86
H -3.73 1.86 1.53
F -0.45 -4.64 0.09
B 1.19 2.54 1.15
H 3.55 -3.21 0.31
N -3.29 -0.58 -0.75
H -2.74 -0.71 2.55
F -0.29 -3.01 -1.54
F -1.05 3.12 -1.65
O -1.36 -2.54 0.47
H -2.51 3.01 0.90
O -3.33 -1.39 -2.94
C -3.02 2.07 0.73
O 1.91 2.14 -0.18
Ru 0.19 -0.51 -1.11
F 1.48 3.81 1.43
H 4.62 -1.89 0.86
N -1.28 -1.24 0.21
C 2.94 0.12 0.14
H -3.56 2.13 -0.21
I 1.61 -0.59 -3.33
C 4.24 0.70 0.58
O 1.07 -2.89 0.34
H -3.46 -1.99 1.56
B -0.26 -3.35 -0.17
F -2.30 2.46 -3.40
H -4.23 -0.40 1.63
N -0.74 1.16 0.66
B -1.13 2.51 -2.82
O -0.24 2.38 0.90
F -0.03 2.34 -3.52
F 1.65 1.66 2.11
H 5.06 0.28 -0.01
N 1.43 -1.66 -0.04
F -1.12 0.65 -2.01
C 2.64 -1.29 0.27
C -2.00 0.99 0.60
N 1.96 0.84 -0.28
H 4.41 0.49 1.63
C -3.20 -1.01 -1.87
H 4.21 1.77 0.43
C -3.28 -0.92 1.63
*
```

Summary:
- Expectation value of S²: 8.810
- Highest occupied orbital energy (spin up / spin down): -0.358 / -0.361 hartree
- E_tot: -61675.104 eV

=====

[2]
Below is C9H12BBiGdI2NO4S as an isolated structure, with properties calculated with wB97M-V/def2-TZVPD.

The geometry in ORCA input format:
```
! wB97M-V def2-TZVPD RIJCOSX def2/J DEFGRID3
* xyz 4 8
H 3.25 -0.91 -3.21
Bi 0.79 1.58 0.84
C 3.18 1.14 0.21
N -1.22 -0.42 1.77
O -2.92 -3.54 0.85
C 2.46 1.73 -3.13
O 1.68 1.39 4.16
C 1.26 1.30 3.09
H 0.19 0.86 -4.53
H 1.89 -1.61 -2.29
O -0.18 -3.39 -2.92
H 2.94 2.01 -2.17
I -1.43 4.19 -1.02
H -2.78 0.51 4.49
S 0.07 1.19 -2.13
H 3.23 1.62 -3.93
Gd -1.48 -0.36 -0.57
H 1.78 2.56 -3.39
H 0.26 -0.85 -4.07
C 1.62 0.46 -2.99
C -2.29 -2.69 0.32
C -0.41 -2.57 -2.13
H -3.22 -1.39 3.99
B -2.35 -0.59 4.23
C -1.64 -0.45 2.87
H -1.51 -1.01 4.99
H 2.98 -0.44 -1.50
C 2.47 -0.68 -2.44
C 0.89 0.04 -4.27
I -3.12 2.17 -2.18
H 1.60 -0.13 -5.10
O 4.29 1.39 0.25
*
```

Summary:
- Expectation value of S²: 15.820
- Highest occupied orbital energy (spin up / spin down): -0.758 / -0.808 hartree
- E_tot: -73537.704 eV

=====

[3]
Below is one molecule with the formula C9H12BrClSi, with properties calculated with wB97M-V/def2-TZVPD.

The geometry in ORCA input format:
```
! wB97M-V def2-TZVPD RIJCOSX def2/J DEFGRID3
* xyz 0 1
H -3.25 1.03 -1.90
H -1.81 -1.53 2.19
C 2.34 -0.01 -0.50
H -3.56 -0.69 1.72
H 0.27 -0.43 2.09
C 1.50 0.15 -1.57
H -4.25 1.30 0.15
H 4.27 -0.75 0.07
C 3.80 -0.14 -0.71
Br -2.67 -2.00 -0.80
C -1.90 -0.36 0.15
H 4.22 0.93 -0.49
Cl -1.66 2.62 0.31
H -1.97 0.29 2.28
H -0.65 0.32 -2.06
C 0.47 -0.35 1.07
H 2.61 -0.37 1.51
C -2.37 -0.62 1.72
Si -2.94 1.22 -0.38
C 1.85 -0.21 0.77
H 4.18 -0.67 -1.55
H 1.76 0.36 -2.65
C 0.10 0.10 -1.32
C -0.36 -0.20 -0.10
*
```

Summary:
- SMILES: Cc1ccc([C@](C)(Br)[SiH2]Cl)cc1
- Highest occupied orbital energy: -0.332 hartree
- E_tot: -99969.845 eV

=====

[4]
Below is C9H12Cl2EuN2O4Rh as an isolated structure, with properties calculated with wB97M-V/def2-TZVPD.

The geometry in ORCA input format:
```
! wB97M-V def2-TZVPD RIJCOSX def2/J DEFGRID3
* xyz 4 11
O 6.60 1.25 -6.72
C -1.68 -0.27 3.00
H -0.73 1.80 0.63
C -2.66 -1.40 3.13
H -3.68 -1.00 2.99
H -0.70 -0.68 3.29
H -1.94 0.55 3.67
H -2.50 1.95 0.95
Cl 1.17 2.72 -2.15
C -1.70 -2.96 -0.22
O 5.71 4.78 -5.97
Cl 3.63 0.48 -3.37
C 1.95 1.82 0.98
H -1.28 -3.92 0.10
N -1.77 -1.99 0.86
C -1.53 1.58 1.36
C -1.24 -0.75 0.70
C 5.80 1.53 -5.92
H -2.71 -3.17 -0.59
H -1.06 -2.55 -0.97
H -1.86 -3.32 2.54
Eu 1.62 0.35 -1.43
H -2.65 -1.86 4.13
H -3.39 -2.94 1.83
H -1.32 2.14 2.27
Rh 4.63 2.30 -4.74
O -0.46 -0.49 -0.28
C -2.42 -2.47 2.08
O 2.55 2.51 1.68
N -1.61 0.16 1.64
C 5.22 3.86 -5.47
*
```

Summary:
- Expectation value of S²: 30.051
- Highest occupied orbital energy (spin up / spin down): -0.803 / -0.795 hartree
- E_tot: -68033.368 eV

=====

[5]
Below is one molecule with the formula C9H12Cl2N2O, with properties calculated with wB97M-V/def2-TZVPD.

The geometry in ORCA input format:
```
! wB97M-V def2-TZVPD RIJCOSX def2/J DEFGRID3
* xyz 0 3
H -1.14 0.37 -0.84
C 0.38 -0.96 -0.34
H 2.27 -1.77 -2.60
H 1.54 3.65 0.69
C -1.10 -0.03 1.26
H -2.45 -1.37 -1.66
C 2.20 -1.02 -1.81
N 0.91 -0.83 -1.46
N 1.04 2.96 0.18
H -1.58 -2.56 -0.51
H -0.14 0.50 1.59
Cl 1.12 -1.77 1.00
C 3.29 -0.51 -1.32
C 3.43 0.21 -0.10
H 4.13 -0.69 -1.90
H -1.17 -0.88 1.99
C 1.86 2.02 -0.46
H -2.00 0.52 1.42
H -2.86 -1.40 0.09
Cl 4.52 -0.70 0.89
C -1.01 -0.50 -0.12
H 0.48 3.33 -0.54
H 2.97 1.67 1.45
O 1.84 1.85 -1.67
C -2.00 -1.53 -0.61
C 2.75 1.25 0.46
*
```

Summary:
- Expectation value of S²: 2.016
- Highest occupied orbital energy (spin up / spin down): -0.216 / -0.324 hartree
- E_tot: -39595.169 eV

=====

[6]
Below is C9H12Cl6CuF9O9S3 as an isolated structure, with properties calculated with wB97M-V/def2-TZVPD.

The geometry in ORCA input format:
```
! wB97M-V def2-TZVPD RIJCOSX def2/J DEFGRID3
* xyz -1 2
F -9.19 -8.71 -31.95
H -0.47 -3.50 -27.17
Cl -3.54 -5.09 -28.49
H -1.12 -3.39 -28.82
H -3.18 -4.99 -34.40
Cl -6.49 -10.47 -31.02
S -7.26 -3.35 -28.95
C -5.00 -6.12 -34.42
O -7.20 -7.04 -30.43
C -1.07 -4.01 -27.92
O -4.77 -2.98 -33.96
C -5.52 -10.32 -29.55
O -7.46 -5.34 -32.02
H -2.33 -4.93 -26.50
H -5.61 -5.22 -34.36
C -3.65 -5.79 -34.96
C -2.84 -2.33 -32.37
F -6.43 -1.72 -27.00
H -5.89 -11.02 -28.80
H -5.19 -8.93 -27.96
C -6.72 -3.02 -27.18
S -4.62 -2.75 -32.55
Cl -0.22 -5.50 -28.39
H -3.73 -5.34 -35.95
Cl -4.36 -7.90 -29.92
F -2.06 -3.28 -32.89
O -8.63 -3.71 -28.81
Cl -4.89 -6.88 -32.83
S -8.20 -6.37 -31.28
F -2.60 -1.19 -33.01
O -9.44 -6.00 -30.69
F -7.70 -3.31 -26.33
C -8.71 -7.61 -32.54
O -6.36 -4.47 -29.36
O -6.97 -2.13 -29.64
Cl -2.57 -7.21 -35.09
O -5.27 -1.61 -32.02
Cu -5.45 -5.56 -30.74
O -4.68 -3.96 -31.72
F -9.65 -7.11 -33.34
F -5.64 -3.72 -26.78
H -4.50 -10.62 -29.82
H -2.92 -3.39 -26.96
H -6.49 -8.46 -29.03
F -2.49 -2.16 -31.08
C -2.45 -4.28 -27.37
H -5.56 -6.80 -35.06
C -5.50 -8.91 -29.01
F -7.67 -7.98 -33.31
*
```

Summary:
- Expectation value of S²: 0.752
- Highest occupied orbital energy (spin up / spin down): -0.268 / -0.267 hartree
- E_tot: -204695.638 eV

=====

- The highest E_tot belongs to which entry?
  C9H12Cl2N2O